The following is a DFT calculation (wB97M-V/def2-TZVPD) of a molecular structure, C42H47BrClGe2INO2PS2Ti.

Each line ends with the Löwdin spin population.
Atoms and positions in Å:
Ti  0.60389  0.02035  -0.34816  0.60
C  2.25434  0.88956  4.54154  0.00
C  1.99967  0.89826  3.03441  0.02
Ge  1.24994  -0.76284  2.19581  0.04
C  2.54793  -2.24505  2.58949  0.00
C  2.66974  -2.70219  4.04351  0.00
C  -0.16606  -1.27237  3.47915  -0.01
C  -1.38859  -1.69383  3.13592  0.05
Ge  -1.86016  -1.41550  1.23019  0.33
C  -2.55978  -3.07039  0.38241  0.06
C  -3.26836  -4.09338  1.26773  0.01
C  -3.16250  0.06766  1.02747  0.06
C  -4.64851  -0.29061  0.97113  0.02
C  -2.31379  -2.24860  4.16154  0.01
C  -1.83307  -3.01930  5.22718  0.00
C  -2.68610  -3.52887  6.19316  0.00
C  -4.05345  -3.29222  6.12092  0.00
C  -4.55063  -2.54739  5.06126  0.00
C  -3.69151  -2.04345  4.09618  0.01
H  2.51137  1.88887  4.91201  0.00
H  3.08042  0.22776  4.81028  0.00
H  1.37654  0.55793  5.10163  0.00
H  2.92239  1.15890  2.51049  0.00
H  1.27248  1.67782  2.79046  0.00
H  3.52548  -1.95303  2.19590  0.00
H  2.23374  -3.09137  1.97482  0.00
H  3.04283  -1.91397  4.69948  0.00
H  3.35161  -3.55533  4.13998  0.00
H  1.70352  -3.01974  4.44225  0.00
H  0.09297  -1.29021  4.54260  0.00
H  -1.71520  -3.54244  -0.12681  0.00
H  -3.21635  -2.71971  -0.41512  0.00
H  -2.66167  -4.39146  2.12577  0.00
H  -3.50029  -4.99659  0.69374  0.00
H  -4.21237  -3.70822  1.66035  0.00
H  -2.88749  0.52478  0.07642  0.00
H  -2.94496  0.80643  1.80001  0.00
H  -4.83614  -1.16474  0.34073  0.00
H  -5.22462  0.53726  0.54582  0.00
H  -5.07044  -0.48986  1.95838  0.00
H  -0.77413  -3.23863  5.27993  0.00
H  -2.28104  -4.12689  7.00158  0.00
H  -4.72175  -3.69480  6.87270  0.00
H  -5.61516  -2.36077  4.97840  0.00
H  -4.09511  -1.47625  3.26881  0.00
Br  1.16749  0.32917  -3.92214  0.01
C  0.29384  1.72073  -2.99068  0.07
C  -0.03893  2.85351  -3.67420  0.03
C  -0.57534  3.95217  -2.96694  0.14
C  -0.73126  3.82248  -1.60343  0.00
C  -0.39295  2.63444  -0.97619  0.14
N  0.12216  1.54463  -1.65886  0.12
C  -0.60714  2.42864  0.46698  0.05
O  -0.94171  3.32401  1.22949  0.08
O  -0.39953  1.17945  0.83687  0.03
H  0.14875  2.89611  -4.73739  0.00
H  -0.83336  4.86709  -3.48299  0.01
H  -1.12167  4.61496  -0.97899  0.00
I  2.93932  -2.77819  -1.01108  0.01
C  0.92498  -1.95824  -1.09387  0.00
H  0.33365  -2.74481  -0.62766  0.00
H  0.71070  -2.01060  -2.16101  0.00
S  -1.05228  -3.51123  -3.94879  0.00
P  -2.35798  -2.10547  -3.49148  0.01
S  -1.98836  -0.73913  -2.08304  0.04
C  -2.84762  -1.20310  -5.02110  0.00
C  -2.96406  0.18100  -5.04516  0.00
C  -3.33537  0.83420  -6.21485  0.00
C  -3.59989  0.10799  -7.36577  0.00
C  -3.48433  -1.27756  -7.34732  0.00
C  -3.10447  -1.92686  -6.18369  0.00
C  -3.96300  -2.87151  -3.01229  0.00
C  -4.08680  -4.24446  -2.85724  0.00
C  -5.28288  -4.79637  -2.41065  0.00
C  -6.36495  -3.97824  -2.12718  0.00
C  -6.24920  -2.60117  -2.28930  0.00
C  -5.05407  -2.05260  -2.72379  0.00
H  -2.74332  0.73997  -4.14314  0.00
H  -3.40942  1.91543  -6.22238  0.00
H  -3.88604  0.61804  -8.27842  0.00
H  -3.67898  -1.85080  -8.24638  0.00
H  -2.97952  -3.00337  -6.16892  0.00
H  -3.22751  -4.86729  -3.07668  0.00
H  -5.36312  -5.86878  -2.27598  0.00
H  -7.29463  -4.40731  -1.77184  0.00
H  -7.08781  -1.95414  -2.06057  0.00
H  -4.94888  -0.97760  -2.81505  0.00
Cl  5.15321  3.23850  -5.24308  0.00
C  4.41746  2.56849  -3.79424  0.00
C  3.51817  3.32948  -3.07066  0.00
C  2.94637  2.79452  -1.92696  0.00
C  3.24460  1.49926  -1.48490  0.00
C  2.60291  0.92595  -0.28325  0.00
C  4.16360  0.76563  -2.24678  0.00
C  4.74722  1.28688  -3.38956  0.00
H  3.26130  4.32817  -3.39975  0.00
H  2.23617  3.39290  -1.36677  0.00
H  2.36531  1.72273  0.43101  0.00
H  3.25715  0.20151  0.20638  0.01
H  4.40275  -0.24552  -1.94177  0.00
H  5.44693  0.69850  -3.96899  0.00

Calculated values
Kohn-Sham gap (alpha / beta), eV: 4.84 / 6.62
HOMO level (alpha / beta), hartree: -0.030 / -0.095
Multiplicity: 3
<S²>: 2.0396
Charge: -2